Record 1
Here is one molecule with the formula C4H6N2OS from OMol25. Energies are from the ωB97M-V functional and the def2-TZVPD basis.

```
14
Properties=species:S:1:pos:R:3:mulliken_charge:R:1
O 0.84748 -0.71790 1.37742 -0.583
C 0.52022 -0.32845 0.00349 0.958
C 1.76412 0.00411 -0.63387 -0.539
S 3.19820 -0.17198 0.10882 -0.189
C -0.71781 -1.24798 -0.53276 -0.364
N -1.88115 -0.81762 -0.12023 -0.380
N -1.67526 0.48364 0.50880 -0.358
C -0.25748 1.05061 0.03942 -0.747
H -0.05573 -0.51827 1.99969 0.425
H 1.43360 0.11041 -1.68031 0.303
H -0.58545 -2.27751 -0.73745 0.410
H -2.37408 1.03596 -0.06331 0.328
H -0.39938 1.55643 -0.89754 0.398
H 0.18273 1.83856 0.62780 0.337
```

orbital gap: 8.27 eV
net charge: 0
E_HOMO: -8.748 eV
structure (SMILES): O[C@@]1(C=S)C=NNC1
relative energy (zero: lowest compared OMol25 entry of this formula, charge and spin): 5.228 eV

---

Record 2
Here is one molecule with the formula C4H6N2OS from OMol25. Energies are from the ωB97M-V functional and the def2-TZVPD basis.

```
14
Properties=species:S:1:pos:R:3:mulliken_charge:R:1
N -0.63548 -2.41347 -0.44148 -0.482
C -1.05616 -1.84190 0.81576 0.176
N -0.71580 -0.70946 1.22500 -0.501
C 0.24835 -0.10646 0.45694 -0.266
C -0.05820 1.23748 0.07036 -0.419
C 0.83058 2.08838 -0.71776 0.464
O 0.96658 3.42793 -0.30224 -0.508
S 1.72906 1.51282 -1.91379 -0.322
H -0.09487 -1.84292 -1.07322 0.245
H -0.49701 -3.50208 -0.84855 0.269
H -1.68678 -2.57974 1.48702 0.286
H 1.28084 -0.63232 0.00997 0.373
H -0.94237 1.81493 0.51514 0.319
H 0.63127 3.54679 0.71684 0.367
```

orbital gap: 8.14 eV
net charge: 0
E_HOMO: -8.344 eV
structure (SMILES): N/C=N\C=C\C(O)=S
relative energy (zero: lowest compared OMol25 entry of this formula, charge and spin): 4.202 eV

---

Record 3
Here is an isolated ion of composition C4H6N2PS and charge +1 from OMol25. Energies are from the ωB97M-V functional and the def2-TZVPD basis.

```
14
Properties=species:S:1:pos:R:3:mulliken_charge:R:1
S 3.35933 -0.45002 -0.58163 -0.321
P 2.06405 0.87552 -0.06815 0.276
C 0.34036 0.22663 0.00956 0.462
C -0.78417 0.95147 0.32210 -0.245
C -2.02966 0.28447 0.33161 -0.287
N -2.16404 -0.99633 0.07790 -0.636
N -1.05999 -1.64155 -0.23528 0.377
C 0.15767 -1.11590 -0.30426 -0.355
H 2.16537 1.45038 1.20514 0.130
H 1.86517 1.99796 -0.88379 0.126
H -0.74197 2.01245 0.55307 0.416
H -2.95178 0.79731 0.59568 0.437
H -1.20754 -2.62753 -0.43810 0.288
H 0.98720 -1.76485 -0.58385 0.333
```

orbital gap: 7.27 eV
net charge: +1
E_HOMO: -13.035 eV
structure (SMILES): S=[PH2]c1ccn[nH+]c1
relative energy (zero: lowest compared OMol25 entry of this formula, charge and spin): 0.000 eV

---

Record 4
Here is one molecule with the formula C4H6N2S from OMol25. Energies are from the ωB97M-V functional and the def2-TZVPD basis.

```
13
Properties=species:S:1:pos:R:3:mulliken_charge:R:1
S 0.19289 2.09689 1.80967 -0.229
C 0.66599 1.54817 0.10716 -0.781
C 0.20050 0.20833 -0.19970 0.408
N 0.98927 -0.86758 -0.16455 -0.574
C 0.18025 -1.89492 -0.43625 -0.198
C -1.08576 -1.48912 -0.67869 -0.472
N -1.05336 -0.14243 -0.50932 -0.033
H 0.82832 1.07860 2.32405 0.140
H 1.71022 1.48919 0.24828 0.311
H 0.48159 2.37417 -0.43747 0.449
H 0.66092 -2.88166 -0.32838 0.384
H -1.88919 -1.95047 -1.12747 0.406
H -1.88162 0.43082 -0.60733 0.188
```

orbital gap: 9.39 eV
net charge: 0
E_HOMO: -8.623 eV
structure (SMILES): SCc1ncc[nH]1
relative energy (zero: lowest compared OMol25 entry of this formula, charge and spin): 0.792 eV

---

Record 5
Here is one molecule with the formula C4H6N2S from OMol25. Energies are from the ωB97M-V functional and the def2-TZVPD basis.

```
13
Properties=species:S:1:pos:R:3:mulliken_charge:R:1
C -0.04622 -0.23282 0.90734 -0.462
C -0.88198 0.66906 0.16164 0.518
C 1.42215 -1.18878 -0.70832 0.152
C -1.62058 1.75548 0.90764 -1.385
N 0.87428 -0.98621 0.33226 -0.174
N 1.87237 -1.90801 -1.71606 -0.423
S -0.69129 0.78611 -1.48562 -0.400
H 0.05061 -0.21723 1.89709 0.494
H -2.58411 1.44840 1.07030 0.347
H -1.09649 1.93960 1.75179 0.379
H -1.76850 2.60906 0.35475 0.424
H 1.59347 -2.85537 -1.64066 0.241
H 2.87627 -1.81929 -1.83216 0.289
```

orbital gap: 7.63 eV
net charge: 0
E_HOMO: -7.482 eV
relative energy (zero: lowest compared OMol25 entry of this formula, charge and spin): 3.182 eV

---

Record 6
Here is a 2-piece molecular cluster, C4H6N2S overall from OMol25. Energies are from the ωB97M-V functional and the def2-TZVPD basis.

```
13
Properties=species:S:1:pos:R:3:mulliken_charge:R:1
C -2.25484 0.07320 -0.49914 -0.915
C -0.79936 -0.03193 -0.83121 -0.298
C -0.01522 -0.96110 -0.36739 0.332
N 0.56084 -1.91870 0.07810 -0.505
H -3.00234 0.55832 -1.18742 0.269
H -2.09704 0.86875 0.41724 0.172
H -2.80600 -0.69532 0.02844 0.331
H -0.21442 0.73513 -1.39438 0.346
H 0.62390 -2.84454 -0.43241 0.268
N 4.25652 -0.77917 -0.11425 -0.382
C 3.25874 -0.11476 -0.13178 0.427
S 2.12471 0.92579 0.17883 -0.337
H 4.58844 -1.73639 0.01591 0.292
```

orbital gap: 8.95 eV
net charge: 0
E_HOMO: -8.132 eV
structure (SMILES): CC=C=N.N=C=S
relative energy (zero: lowest compared OMol25 entry of this formula, charge and spin): 3.211 eV

---

Record 7
Here is one molecule with the formula C4H6N2S from OMol25. Energies are from the ωB97M-V functional and the def2-TZVPD basis.

```
13
Properties=species:S:1:pos:R:3:mulliken_charge:R:1
N 0.80841 2.56800 -0.91998 -0.551
C 0.71900 1.18089 -0.62179 0.212
C 1.55937 0.11310 -0.86227 -0.569
C 0.92797 -1.02327 -0.28324 -0.238
C -0.26053 -0.62025 0.26972 -0.245
S -1.53307 -1.54048 1.04506 -0.275
N -0.37120 0.72411 0.05223 0.010
H 1.75313 2.87921 -0.85994 0.266
H 0.45263 2.78099 -1.85892 0.245
H 2.51140 0.16696 -1.37412 0.388
H 1.30873 -2.05468 -0.29332 0.418
H -1.13884 -1.40041 2.31698 0.121
H -1.09330 1.32813 0.40798 0.219
```

orbital gap: 9.05 eV
net charge: 0
E_HOMO: -8.142 eV
structure (SMILES): Nc1ccc(S)[nH]1
relative energy (zero: lowest compared OMol25 entry of this formula, charge and spin): 0.360 eV

---

Record 8
Here is a 3-piece molecular cluster, C4H6N2S2 overall from OMol25. Energies are from the ωB97M-V functional and the def2-TZVPD basis.

```
14
Properties=species:S:1:pos:R:3:mulliken_charge:R:1
C 1.00261 0.16462 0.10096 0.646
C 0.00686 -0.98442 0.13133 -0.809
C -2.32206 -0.19297 -0.02174 -0.029
C -0.01968 1.11346 -0.06188 -0.434
H 2.74131 -0.94389 -0.69461 0.309
H 2.80583 1.26291 -0.29803 0.371
H 1.18442 0.45655 1.10816 0.165
H 0.02240 -1.56788 1.07525 0.308
H 0.01101 -1.79081 -0.62994 0.329
H -2.33527 -1.29358 0.34809 0.224
N 1.96080 0.23574 -0.82576 -0.719
N -1.05995 0.11339 0.11126 0.138
S -3.68824 0.68216 -0.34706 -0.257
S -0.31004 2.74472 0.00398 -0.241
```

orbital gap: 7.42 eV
net charge: 0
E_HOMO: -8.375 eV
relative energy (zero: lowest compared OMol25 entry of this formula, charge and spin): 6.635 eV

---

Record 9
Here is one molecule with the formula C4H6N2S2 from OMol25. Energies are from the ωB97M-V functional and the def2-TZVPD basis.

```
14
Properties=species:S:1:pos:R:3:mulliken_charge:R:1
C 1.87954 -1.80454 0.30776 -0.215
N 0.63410 -1.72180 0.53526 -0.429
N 0.20024 -0.49543 0.96547 -0.302
C -0.61390 0.04946 0.13545 0.643
C -0.96449 -0.60595 -1.12391 -0.343
S -1.96665 0.10957 -2.18860 -0.210
C -1.15060 1.42360 0.50245 -0.821
S -0.16073 2.81189 -0.18844 -0.184
H 2.58498 -0.96520 0.24153 0.275
H 2.29098 -2.79509 0.07793 0.269
H -0.53657 -1.53945 -1.34072 0.423
H -2.19507 1.56758 0.18847 0.419
H -1.05592 1.49369 1.55582 0.348
H 1.05410 2.47166 0.33153 0.127
```

orbital gap: 7.59 eV
net charge: 0
E_HOMO: -8.951 eV
structure (SMILES): C=N/N=C(\C=S)CS
relative energy (zero: lowest compared OMol25 entry of this formula, charge and spin): 2.912 eV

---

Record 10
Here is C4H6N2S2 as an isolated structure from OMol25. Energies are from the ωB97M-V functional and the def2-TZVPD basis.

```
14
Properties=species:S:1:pos:R:3:mulliken_charge:R:1
C -2.50978 0.11422 0.62212 -0.526
C -1.89523 -0.78511 -0.28108 -0.215
C -1.65131 1.17266 0.68906 -0.206
C 2.84519 -0.76366 -0.39486 -0.685
N -0.76824 -0.30290 -0.73804 -0.665
N -0.60895 0.89026 -0.14602 0.460
S 2.55676 0.51644 0.84031 -0.110
S 0.70101 1.85392 -0.45621 -0.099
H -3.44135 -0.00968 1.13375 0.361
H -2.23773 -1.75037 -0.59965 0.429
H -1.68424 2.09458 1.23188 0.427
H 3.87179 -0.67905 -0.74870 0.312
H 2.15175 -0.62049 -1.21790 0.263
H 2.67032 -1.73083 0.06533 0.254
```

orbital gap: 7.51 eV
net charge: 0
E_HOMO: -9.103 eV
relative energy (zero: lowest compared OMol25 entry of this formula, charge and spin): 2.374 eV

---

Record 11
Here is one molecule with the formula C4H6N2S2 from OMol25. Energies are from the ωB97M-V functional and the def2-TZVPD basis.

```
14
Properties=species:S:1:pos:R:3:mulliken_charge:R:1
C 0.14841 -1.23695 -2.34981 -0.942
C -0.10797 -0.57121 -1.05638 0.197
N -0.56917 0.76646 -0.89242 -0.104
C -0.54425 1.02053 0.41861 0.345
S -1.23074 2.59320 0.97430 -0.214
N 0.12784 0.04007 1.09267 -0.592
C 0.40759 -0.83890 0.15436 0.419
S 1.51877 -2.17963 0.49830 -0.335
H 1.24667 -1.79998 -2.42945 0.309
H -0.63948 -2.06563 -2.50209 0.228
H 0.11401 -0.34292 -3.13625 0.253
H -1.14201 1.40703 -1.40738 0.141
H -1.71442 2.64303 -0.41407 0.121
H 1.19347 -2.34517 1.92515 0.175
```

orbital gap: 8.13 eV
net charge: 0
E_HOMO: -7.939 eV
structure (SMILES): Cc1[nH]c(S)nc1S
relative energy (zero: lowest compared OMol25 entry of this formula, charge and spin): 1.984 eV

---

Record 12
Here is C4H6N2S2 as an isolated structure from OMol25. Energies are from the ωB97M-V functional and the def2-TZVPD basis.

```
14
Properties=species:S:1:pos:R:3:mulliken_charge:R:1
C 0.88053 -0.99153 0.26809 -0.212
C -0.63423 1.75436 0.01807 -0.411
C -0.11621 0.94503 -0.92564 0.300
C 0.54672 -1.08681 1.76953 -0.215
N 0.58048 -0.22598 -0.70089 -0.426
N -0.18997 1.32652 -2.26023 -0.495
S -0.41156 0.99786 1.68796 -0.170
S -0.40579 -2.47902 2.18112 -0.160
H 1.46756 -1.85215 -0.06875 0.440
H 1.32554 -0.85992 2.47709 0.371
H -1.20145 2.65753 0.00098 0.332
H -0.91849 2.00146 -2.44205 0.227
H -0.13459 0.58302 -2.93323 0.251
H -0.78854 -2.77037 0.92795 0.170
```

orbital gap: 7.20 eV
net charge: 0
E_HOMO: -7.355 eV
relative energy (zero: lowest compared OMol25 entry of this formula, charge and spin): 3.470 eV